C22H21Co2N2O6 as an isolated structure in a non-equilibrium geometry. Source: the OMol25 dataset; level of theory: ωB97M-V with the def2-TZVPD basis set.

Its total charge is -1. As for the HOMO energy: -1.81 eV. The calculation puts the total energy at -113666.945 eV. The LUMO energy comes out at 1.88 eV. The value obtained for the energy above the lowest of the compared OMol25 structures with the same formula, charge and spin is 312.4 kJ/mol.

Element x y z (Å)
C (-0.005, 1.016, 4.098)
N (0.230, 2.104, 3.161)
C (-0.070, 3.436, 3.660)
C (0.805, 4.461, 2.999)
C (0.765, 4.288, 1.506)
N (1.080, 2.913, 1.167)
C (1.724, 2.732, -0.121)
C (0.672, 1.896, 1.927)
C (0.823, 0.453, 1.413)
H (0.872, 0.361, 4.161)
H (-0.187, 1.456, 5.081)
H (-0.872, 0.414, 3.812)
H (-1.129, 3.675, 3.472)
H (0.083, 3.423, 4.741)
H (0.468, 5.466, 3.266)
H (1.839, 4.356, 3.342)
H (-0.231, 4.544, 1.108)
H (1.505, 4.918, 1.007)
H (2.547, 2.013, -0.059)
H (1.006, 2.388, -0.873)
H (2.124, 3.695, -0.450)
H (1.323, 0.515, 0.427)
H (1.599, -0.060, 2.037)
O (-1.472, -0.158, 1.715)
C (-0.331, -0.425, 1.297)
Co (0.200, -1.696, 0.010)
C (1.822, -2.333, 0.068)
O (2.883, -2.790, 0.130)
C (-0.655, -2.979, 0.761)
O (-1.216, -3.873, 1.242)
C (-0.761, -1.644, -1.724)
C (-0.675, -2.900, -2.451)
C (0.534, -3.307, -3.056)
C (0.649, -4.596, -3.582)
C (-0.459, -5.453, -3.576)
C (-1.678, -5.029, -3.026)
C (-1.797, -3.748, -2.489)
C (-1.555, -0.721, -1.046)
C (-2.418, -0.472, 0.014)
Co (-0.551, 0.100, -2.250)
C (-0.944, 0.283, -3.956)
O (-1.113, 0.504, -5.079)
C (1.214, 0.080, -2.452)
O (2.366, 0.108, -2.582)
C (-1.113, 1.686, -1.757)
O (-1.474, 2.753, -1.455)
H (1.380, -2.612, -3.082)
H (1.609, -4.917, -3.991)
H (-0.365, -6.457, -4.000)
H (-2.541, -5.696, -3.005)
H (-2.735, -3.379, -2.071)
H (-2.830, 0.528, 0.062)
H (-2.945, -1.319, 0.450)

---

C22H21GaI2N2O as an isolated structure in a non-equilibrium geometry. Source: the OMol25 dataset; level of theory: ωB97M-V with the def2-TZVPD basis set.

Its total charge is -2. As for the HOMO energy: 0.72 eV. The calculation puts the total energy at -96758.631 eV. The LUMO energy comes out at 4.27 eV. The value obtained for the energy above the lowest of the compared OMol25 structures with the same formula, charge and spin is 0.0 kJ/mol.

Element x y z (Å)
C (1.647, 2.368, -2.913)
I (2.816, -0.472, -1.617)
H (1.476, 3.314, -3.437)
H (2.048, 1.600, -3.573)
H (2.382, 2.518, -2.115)
C (-0.210, -1.924, -5.630)
C (0.001, -0.531, -3.836)
N (0.089, -1.824, -4.280)
H (-0.760, -0.294, -7.032)
I (-2.513, -0.154, -1.801)
N (-0.362, 0.166, -4.958)
H (-0.198, -2.868, -6.152)
Ga (0.170, 0.020, -1.843)
C (0.344, 1.929, -2.246)
O (-0.520, 2.726, -1.969)
C (-0.487, -0.669, -6.059)
C (-0.702, 1.587, -5.005)
H (-1.269, 1.772, -5.919)
H (0.200, 2.205, -5.005)
H (-1.329, 1.824, -4.145)
C (0.273, -2.987, -3.416)
H (0.811, -3.759, -3.971)
H (-0.702, -3.369, -3.098)
H (0.865, -2.688, -2.549)
C (0.615, -0.011, 0.085)
C (0.108, -0.047, 1.285)
C (-0.151, -0.088, 2.575)
C (-0.835, 1.104, 3.191)
C (-0.600, 1.485, 4.531)
C (-1.213, 2.617, 5.075)
C (-2.068, 3.394, 4.296)
C (-2.303, 3.047, 2.965)
C (-1.688, 1.919, 2.413)
C (0.452, -1.226, 3.369)
C (-0.013, -1.568, 4.659)
C (0.564, -2.620, 5.377)
C (1.609, -3.360, 4.826)
C (2.074, -3.057, 3.548)
C (1.502, -2.008, 2.824)
H (0.082, 0.942, 5.167)
H (-1.015, 2.896, 6.103)
H (-2.538, 4.271, 4.721)
H (-2.959, 3.657, 2.359)
H (-1.889, 1.681, 1.376)
H (-0.837, -1.043, 5.118)
H (0.196, -2.865, 6.366)
H (2.055, -4.172, 5.386)
H (2.882, -3.634, 3.117)
H (1.901, -1.807, 1.839)

---

One molecule with the formula C22H21N3O2S in a non-equilibrium geometry. Source: the OMol25 dataset; level of theory: ωB97M-V with the def2-TZVPD basis set.

Its total charge is 0. As for the HOMO energy: -7.99 eV. The structure (SMILES) is Cc1ccc(C(=O)CSc2nnc(-c3ccc4[nH]c(C)c(C)c4c3)o2)cc1C. The calculation puts the total energy at -42555.879 eV. The LUMO energy comes out at 0.48 eV. The value obtained for the energy above the lowest of the compared OMol25 structures with the same formula, charge and spin is 43.3 kJ/mol.

Element x y z (Å)
C (-2.932, -3.735, -0.354)
C (-3.565, -2.381, -0.286)
C (-4.521, -2.005, -1.222)
C (-5.107, -0.757, -1.185)
C (-4.737, 0.158, -0.200)
C (-3.806, -0.229, 0.762)
C (-3.209, -1.479, 0.724)
C (-2.186, -1.843, 1.755)
H (-1.980, -0.997, 2.407)
H (-2.533, -2.677, 2.364)
H (-1.253, -2.144, 1.280)
H (-3.546, 0.441, 1.567)
C (-5.345, 1.502, -0.237)
O (-6.458, 1.712, -0.659)
C (-4.463, 2.660, 0.213)
H (-4.097, 2.547, 1.231)
H (-5.008, 3.596, 0.098)
S (-2.985, 2.760, -0.863)
C (-1.777, 2.214, 0.240)
N (-1.888, 2.017, 1.520)
N (-0.692, 1.569, 1.943)
C (0.098, 1.517, 0.913)
C (1.473, 1.093, 0.888)
C (2.185, 1.097, -0.304)
C (3.510, 0.681, -0.282)
C (4.093, 0.267, 0.944)
C (3.375, 0.262, 2.135)
C (2.066, 0.677, 2.096)
H (1.460, 0.697, 2.988)
H (3.833, -0.056, 3.060)
N (5.380, -0.081, 0.680)
C (5.643, 0.095, -0.663)
C (4.520, 0.561, -1.288)
C (4.326, 0.898, -2.727)
H (4.080, 1.953, -2.838)
H (3.503, 0.318, -3.143)
H (5.223, 0.690, -3.305)
C (6.999, -0.220, -1.189)
H (7.266, -1.253, -0.965)
H (7.032, -0.080, -2.265)
H (7.747, 0.430, -0.733)
H (6.049, -0.412, 1.354)
H (1.715, 1.420, -1.221)
O (-0.546, 1.924, -0.220)
H (-5.839, -0.463, -1.922)
H (-4.806, -2.704, -1.996)
H (-3.095, -4.279, 0.576)
H (-3.345, -4.315, -1.175)
H (-1.855, -3.646, -0.498)

---

One molecule with the formula C22H21N5O in a non-equilibrium geometry. Source: the OMol25 dataset; level of theory: ωB97M-V with the def2-TZVPD basis set.

Its total charge is 0. As for the HOMO energy: -8.08 eV. The structure (SMILES) is Cc1[nH]ncc1-c1ccc2nc([C@@H]3CNC[C@H]3c3ccccc3)[nH]c(=O)c2c1. The calculation puts the total energy at -32653.397 eV. The LUMO energy comes out at 0.55 eV. The value obtained for the energy above the lowest of the compared OMol25 structures with the same formula, charge and spin is 23.1 kJ/mol.

Element x y z (Å)
O (0.311, -1.297, 1.362)
N (-6.340, -4.407, 2.605)
N (-1.849, 0.447, -1.556)
C (-0.416, -0.748, 0.545)
C (-5.935, -3.414, 1.860)
C (-0.591, 0.750, -1.318)
C (-4.492, -3.492, 1.566)
C (-4.095, -4.641, 2.169)
C (4.431, 2.682, 0.316)
C (4.244, 1.319, 0.070)
C (3.711, 3.626, -0.422)
C (-3.760, -0.899, -1.042)
C (-4.375, -1.907, -0.296)
C (-2.439, -2.151, 1.096)
C (3.308, 0.907, -0.888)
C (2.787, 3.197, -1.400)
C (-2.461, -0.535, -0.749)
C (-3.764, -2.496, 0.806)
C (-1.792, -1.162, 0.319)
C (2.589, 1.818, -1.673)
N (-5.222, -5.166, 2.789)
N (0.141, 0.174, -0.297)
N (0.372, 2.400, -4.490)
C (-2.710, -5.213, 2.297)
C (-0.628, 1.835, -3.626)
C (1.731, 1.927, -4.104)
C (0.112, 1.703, -2.284)
C (1.552, 1.325, -2.670)
H (-6.538, -2.569, 1.608)
H (5.194, 2.949, 1.064)
H (4.812, 0.589, 0.646)
H (3.813, 4.661, -0.227)
H (-4.245, -0.420, -1.855)
H (-5.326, -2.269, -0.678)
H (-1.920, -2.688, 1.901)
H (3.233, -0.187, -1.091)
H (2.248, 3.984, -1.943)
H (-5.219, -6.045, 3.316)
H (1.111, 0.458, -0.098)
H (0.170, 2.254, -5.480)
H (-2.051, -4.925, 1.462)
H (-2.277, -4.892, 3.216)
H (-2.777, -6.294, 2.321)
H (-1.538, 2.428, -3.527)
H (-0.833, 0.887, -4.066)
H (2.432, 2.735, -4.167)
H (2.058, 1.119, -4.777)
H (0.144, 2.698, -1.853)
H (1.632, 0.252, -2.792)

---

C22H22Cl2CrN3O4 as an isolated structure in a non-equilibrium geometry. Source: the OMol25 dataset; level of theory: ωB97M-V with the def2-TZVPD basis set.

Its total charge is -2. As for the HOMO energy (spin up / spin down): 0.83 / 0.45 eV. The calculation puts the total energy at -89298.629 eV. The LUMO energy (spin up / spin down) comes out at 4.63 / 4.63 eV. Its spin multiplicity is 4.

Element x y z (Å)
Cr (0.307, 0.074, -0.667)
C (0.680, -0.053, 2.548)
N (-0.245, -0.640, 1.580)
C (-1.627, -0.406, 1.990)
C (0.007, -2.082, 1.433)
C (-0.552, -2.622, 0.141)
C (-1.324, -3.782, 0.098)
C (-1.756, -4.291, -1.125)
C (-1.374, -3.635, -2.292)
C (-0.614, -2.460, -2.224)
C (-0.213, -1.892, -1.007)
H (0.552, -0.512, 3.542)
H (0.494, 1.020, 2.626)
H (1.703, -0.198, 2.193)
H (-1.808, -0.799, 3.000)
H (-2.313, -0.900, 1.300)
H (-1.841, 0.662, 1.994)
H (-0.382, -2.634, 2.303)
H (1.092, -2.200, 1.406)
H (-1.592, -4.287, 1.021)
H (-2.368, -5.186, -1.166)
H (-1.674, -4.030, -3.257)
H (-0.338, -1.960, -3.151)
Cl (-0.580, 0.837, -3.883)
C (0.793, 0.743, -2.575)
Cl (2.924, -1.683, -1.201)
H (1.146, 1.767, -2.498)
H (1.567, 0.157, -3.058)
O (-4.297, 3.794, 0.014)
C (-4.687, 2.642, -0.459)
O (-5.851, 2.397, -0.702)
C (-3.637, 1.603, -0.729)
C (-3.901, 0.367, -1.278)
N (-2.742, -0.281, -1.364)
N (-1.738, 0.442, -0.929)
C (-2.238, 1.581, -0.529)
C (-1.221, 2.525, 0.081)
O (-1.638, 3.599, 0.555)
O (-0.046, 2.121, 0.084)
H (-3.267, 3.857, 0.148)
H (-4.835, -0.071, -1.593)
H (-2.523, -1.189, -1.767)
C (2.260, -0.194, -0.317)
C (3.306, 0.604, 0.214)
C (4.721, 0.356, 0.059)
C (5.689, 1.189, 0.604)
C (5.370, 2.325, 1.352)
C (4.002, 2.596, 1.532)
C (3.017, 1.787, 1.006)
H (5.033, -0.506, -0.514)
H (6.735, 0.947, 0.433)
H (6.138, 2.970, 1.764)
H (3.703, 3.473, 2.105)
H (1.983, 2.059, 1.161)

---

C22H22Cl3INO3SbTa as an isolated structure in a non-equilibrium geometry. Source: the OMol25 dataset; level of theory: ωB97M-V with the def2-TZVPD basis set.

Its total charge is +3. As for the HOMO energy: -16.86 eV. The calculation puts the total energy at -84533.370 eV. The LUMO energy comes out at -11.77 eV. The value obtained for the energy above the lowest of the compared OMol25 structures with the same formula, charge and spin is 214.3 kJ/mol.

Element x y z (Å)
Ta (0.342, 0.880, -0.839)
Cl (-5.296, 5.679, -1.692)
C (-3.996, 4.646, -1.324)
C (-3.349, 4.763, -0.088)
C (-2.286, 3.932, 0.222)
Cl (-1.434, 4.030, 1.713)
C (-1.864, 2.975, -0.697)
O (-0.847, 2.140, -0.424)
C (-2.512, 2.845, -1.941)
C (-2.082, 1.826, -2.858)
O (-1.192, 0.963, -2.655)
C (-3.578, 3.697, -2.244)
H (-3.684, 5.504, 0.627)
H (-2.595, 1.783, -3.825)
H (-4.091, 3.613, -3.194)
Cl (7.033, -0.966, 0.595)
C (5.448, -0.810, -0.003)
C (5.064, -1.517, -1.120)
C (3.767, -1.399, -1.642)
I (3.163, -2.482, -3.315)
C (2.871, -0.547, -1.035)
O (1.595, -0.308, -1.429)
C (3.235, 0.174, 0.110)
N (2.265, 0.979, 0.661)
C (2.559, 1.662, 1.770)
C (3.803, 1.580, 2.385)
C (4.791, 0.791, 1.829)
C (4.524, 0.056, 0.660)
H (5.781, -2.169, -1.601)
H (1.775, 2.290, 2.174)
H (3.983, 2.141, 3.290)
H (5.774, 0.730, 2.278)
C (-2.503, 0.025, 1.930)
C (-2.732, -0.923, 0.763)
Sb (-0.825, -1.594, -0.068)
C (-0.882, -2.992, -1.805)
C (-1.911, -4.080, -1.589)
C (0.394, -2.100, 1.688)
C (-0.135, -3.284, 2.482)
H (-3.469, 0.431, 2.236)
H (-1.866, 0.877, 1.680)
H (-2.086, -0.488, 2.796)
H (-3.291, -0.471, -0.055)
H (-3.252, -1.825, 1.086)
H (0.139, -3.363, -1.867)
H (-1.103, -2.347, -2.654)
H (-1.676, -4.708, -0.731)
H (-1.895, -4.721, -2.474)
H (-2.924, -3.692, -1.487)
H (0.396, -1.183, 2.279)
H (1.394, -2.286, 1.295)
H (-1.128, -3.102, 2.891)
H (0.542, -3.451, 3.322)
H (-0.155, -4.200, 1.893)

---

One molecule with the formula C22H22ClNO3. Source: the OMol25 dataset; level of theory: ωB97M-V with the def2-TZVPD basis set.

Its total charge is 0. As for the HOMO energy: -7.19 eV. The structure (SMILES) is CCOc1cccc(CNc2ccc(O)cc2)c1OCc1ccc(Cl)cc1. The calculation puts the total energy at -43325.686 eV. The LUMO energy comes out at 0.73 eV. The value obtained for the energy above the lowest of the compared OMol25 structures with the same formula, charge and spin is 131.8 kJ/mol.

Element x y z (Å)
C (2.999, -0.387, -4.391)
C (2.706, 0.416, -3.127)
H (3.629, 0.553, -2.556)
H (2.308, 1.408, -3.372)
O (1.848, -0.263, -2.235)
C (0.492, -0.279, -2.448)
C (-0.126, 0.358, -3.516)
C (-1.497, 0.296, -3.691)
C (-2.271, -0.413, -2.797)
C (-1.686, -1.045, -1.710)
C (-0.303, -0.968, -1.506)
O (0.151, -1.653, -0.415)
C (1.349, -1.340, 0.261)
C (1.322, -0.068, 1.074)
C (0.580, 1.044, 0.705)
C (0.591, 2.192, 1.477)
C (1.355, 2.229, 2.628)
C (2.117, 1.138, 3.010)
C (2.092, -0.002, 2.231)
H (2.675, -0.859, 2.533)
H (2.704, 1.174, 3.914)
Cl (1.340, 3.650, 3.618)
H (0.001, 3.048, 1.189)
H (-0.032, 1.023, -0.183)
H (2.199, -1.308, -0.429)
H (1.487, -2.189, 0.939)
C (-2.564, -1.763, -0.708)
N (-3.076, -0.866, 0.311)
C (-2.353, -0.528, 1.446)
C (-1.565, -1.451, 2.136)
C (-0.908, -1.094, 3.294)
C (-1.030, 0.190, 3.811)
C (-1.839, 1.106, 3.154)
C (-2.486, 0.751, 1.987)
H (-3.106, 1.478, 1.481)
H (-1.953, 2.107, 3.551)
O (-0.343, 0.506, 4.950)
H (-0.481, 1.438, 5.157)
H (-0.291, -1.805, 3.820)
H (-1.457, -2.457, 1.765)
H (-3.544, -0.065, -0.097)
H (-3.425, -2.193, -1.230)
H (-2.006, -2.566, -0.232)
H (-3.340, -0.483, -2.936)
H (-1.949, 0.796, -4.534)
H (0.461, 0.905, -4.235)
H (3.702, 0.157, -5.015)
H (2.089, -0.571, -4.958)
H (3.433, -1.347, -4.124)

---

C22H22CoN5O6S as an isolated structure in a non-equilibrium geometry. Source: the OMol25 dataset; level of theory: ωB97M-V with the def2-TZVPD basis set.

Its total charge is +1. As for the HOMO energy (spin up / spin down): -10.61 / -10.61 eV. The calculation puts the total energy at -91363.239 eV. The LUMO energy (spin up / spin down) comes out at -4.70 / -4.70 eV. Its spin multiplicity is 2. The value obtained for the energy above the lowest of the compared OMol25 structures with the same formula, charge and spin is 83.5 kJ/mol.

Element x y z (Å)
Co (1.136, 2.266, -0.621)
O (5.785, 2.348, 2.806)
C (6.193, 2.291, 1.560)
O (7.348, 2.358, 1.233)
C (5.148, 2.131, 0.497)
C (5.441, 1.950, -0.839)
N (4.279, 1.819, -1.492)
N (3.236, 1.901, -0.662)
C (3.741, 2.103, 0.553)
C (2.761, 2.317, 1.666)
O (3.117, 2.265, 2.834)
O (1.568, 2.523, 1.250)
H (4.802, 2.270, 2.914)
H (6.402, 1.917, -1.326)
H (4.141, 1.669, -2.477)
C (-3.163, 3.150, -0.759)
C (-1.723, 3.450, -0.486)
C (-1.335, 4.845, -0.122)
O (-0.908, 2.535, -0.552)
H (-3.719, 4.044, -1.025)
H (-3.592, 2.734, 0.158)
H (-3.256, 2.391, -1.534)
H (-2.197, 5.461, 0.115)
H (-0.819, 5.287, -0.979)
H (-0.632, 4.844, 0.712)
S (2.051, 5.167, -2.104)
C (1.477, 3.813, -1.697)
C (-5.640, -2.727, -0.949)
C (-4.330, -3.136, -0.340)
C (-3.785, -4.397, -0.561)
C (-2.578, -4.770, 0.001)
C (-1.864, -3.886, 0.810)
N (-0.649, -4.331, 1.359)
C (0.315, -3.657, 2.097)
O (0.886, -4.191, 3.018)
N (0.654, -2.375, 1.693)
C (0.594, -1.790, 0.429)
C (0.487, -2.515, -0.757)
C (0.438, -1.813, -1.950)
C (0.549, -0.437, -1.948)
N (0.691, 0.258, -0.814)
C (0.684, -0.407, 0.346)
C (-2.417, -2.627, 1.062)
C (-3.622, -2.268, 0.488)
H (-6.115, -3.560, -1.464)
H (-5.498, -1.918, -1.670)
H (-6.325, -2.358, -0.184)
H (-4.324, -5.100, -1.185)
H (-2.178, -5.760, -0.187)
H (-0.581, -5.325, 1.506)
H (1.227, -1.903, 2.376)
H (0.452, -3.594, -0.748)
H (0.339, -2.338, -2.889)
H (0.519, 0.133, -2.867)
H (0.756, 0.189, 1.250)
H (-1.929, -1.950, 1.747)
H (-4.043, -1.293, 0.710)

---

Q: Which of these has the highest total charge?
A: C22H22Cl3INO3SbTa